Entry A
A cluster of 2 separate species, C3H4N2OS in total. Source: the Open Molecules 2025 dataset; level of theory: ωB97M-V/def2-TZVPD.

Last column: natural (NBO) charge in e.
Cartesian coordinates (Å):
C -0.68 -0.80 -0.06  -0.408
C -0.17 -1.53 -1.04  -0.061
C 0.08 0.42 -0.23  0.262
N 1.06 0.39 -1.05  -0.319
N 0.83 -0.79 -1.68  -0.372
O -0.20 1.99 2.70  -0.826
S -0.80 2.61 1.33  0.338
H -1.46 -1.25 0.68  0.264
H -0.67 -2.49 -1.32  0.235
H 1.56 -1.09 -2.33  0.413
H 0.45 2.53 3.01  0.475

## Properties
**E_LUMO**: -1.36 eV
**E_HOMO**: -8.51 eV
**Gap between HOMO and LUMO**: 7.148 eV

Entry B
The molecule C3H4N2OS. Source: the Open Molecules 2025 dataset; level of theory: ωB97M-V/def2-TZVPD.

Last column: natural (NBO) charge in e.
Cartesian coordinates (Å):
C 1.16 -1.77 -1.13  0.123
C -0.03 0.08 -0.09  -0.254
C -0.33 -1.15 0.90  0.163
N 0.80 -0.48 -1.17  -0.618
N 0.17 -2.37 0.61  -0.125
O -1.19 -2.13 0.37  -0.376
S 2.19 -2.62 -1.92  0.067
H -0.97 0.54 -0.18  0.224
H 0.55 0.64 0.58  0.196
H -0.55 -0.85 1.95  0.176
H 0.97 0.02 -2.06  0.424

## Properties
**E_LUMO (spin up / spin down)**: 0.28 / 0.27 eV
**E_HOMO (spin up / spin down)**: -8.24 / -8.24 eV
**Gap between HOMO and LUMO (spin up / spin down)**: 8.515 / 8.515 eV

The structure with the most favorable energy is entry B; the runner-up is 47.2 kJ/mol above it.

Entry A
A cluster of 2 separate species, C3H4N2OS in total. Source: the Open Molecules 2025 dataset; level of theory: ωB97M-V/def2-TZVPD.

Last column: natural (NBO) charge in e.
Cartesian coordinates (Å):
N 2.15 2.52 -0.31  -0.256
C 2.87 1.61 -0.25  0.193
C 3.66 0.56 0.01  0.044
N 4.32 -0.40 0.12  0.311
O 4.96 -1.35 0.16  -0.313
C -0.48 0.21 -0.07  -0.697
S 0.95 -0.89 -0.28  -0.072
H -0.31 0.35 0.97  0.223
H -1.29 -0.47 -0.26  0.227
H -0.20 0.96 -0.73  0.235
H 1.02 -0.80 -1.57  0.105

## Properties
**E_LUMO**: 0.13 eV
**E_HOMO**: -9.17 eV
**Gap between HOMO and LUMO**: 9.298 eV

Entry B
The molecule C3H4N2OS. Source: the Open Molecules 2025 dataset; level of theory: ωB97M-V/def2-TZVPD.

Last column: natural (NBO) charge in e.
Cartesian coordinates (Å):
O 1.78 2.07 0.80  -0.614
C 1.04 1.05 0.49  0.402
C 0.24 0.69 -0.60  -0.234
N -0.19 -0.61 -0.39  -0.463
S -1.72 -1.20 -1.04  0.190
C 0.35 -0.98 0.76  0.161
N 0.90 0.08 1.33  -0.481
H 1.32 2.74 0.27  0.479
H -0.20 1.17 -1.49  0.213
H -2.40 -0.18 -0.26  0.141
H -0.16 -1.88 1.24  0.204

## Properties
**E_LUMO**: 0.34 eV
**E_HOMO**: -8.42 eV
**Gap between HOMO and LUMO**: 8.765 eV

The structure with the most favorable energy is entry B; the runner-up is 215.2 kJ/mol above it.